Record 1
Here is C32H46ClNO3P4Re as an isolated structure in a non-equilibrium geometry from the OMol25 dataset. Energies are from ωB97M-V/def2-TZVPD.

Output
total charge	+2
E_tot	-3430.67897	Eh
E_LUMO (spin up / spin down)	-5.4 / -9.5	eV
2S+1	4
highest occupied orbital energy (spin up / spin down)	-12.161 / -12.119	eV
<S²>	3.781

Geometry as XYZ:
```
88
Properties=species:S:1:pos:R:3:mulliken_charge:R:1
P 1.34695 -1.72101 -2.59310 0.616
C 2.45800 -3.15851 -2.88245 -0.106
C 2.04959 -4.35493 -3.46726 0.095
H 1.02192 -4.47755 -3.77850 0.372
C 2.95451 -5.39076 -3.65490 -0.706
H 2.62273 -6.31563 -4.10850 0.424
C 4.27902 -5.24185 -3.26963 -0.507
H 4.98309 -6.05001 -3.41851 0.402
C 4.69536 -4.05236 -2.68609 -0.657
H 5.72515 -3.93044 -2.37689 0.407
C 3.78929 -3.02342 -2.48458 -0.226
H 4.11528 -2.10283 -2.01543 0.347
C -0.30101 -2.44721 -2.96967 0.224
C -0.95004 -3.12294 -1.93463 -0.501
H -0.48015 -3.18494 -0.96057 0.545
C -2.18544 -3.71526 -2.14272 -0.701
H -2.67387 -4.24007 -1.33205 0.440
C -2.80162 -3.62270 -3.38389 -0.558
H -3.77093 -4.07609 -3.54486 0.426
C -2.17065 -2.94083 -4.41434 -0.674
H -2.64583 -2.86346 -5.38366 0.429
C -0.92619 -2.36035 -4.21152 -0.125
H -0.43843 -1.83854 -5.02273 0.392
C 1.65550 -0.70852 -4.09798 -0.038
C 2.37415 -1.15551 -5.20447 -0.153
H 2.78960 -2.15333 -5.20684 0.372
C 2.55835 -0.32854 -6.30386 -0.711
H 3.12077 -0.68785 -7.15585 0.420
C 2.02046 0.95023 -6.31579 -0.505
H 2.16401 1.59281 -7.17476 0.396
C 1.30184 1.40420 -5.21745 -0.775
H 0.88458 2.40272 -5.21669 0.415
C 1.13008 0.58468 -4.11321 0.146
H 0.58160 0.94821 -3.25260 0.089
Re 0.55415 1.20312 3.02056 0.639
C -1.36054 1.80033 2.62841 -2.080
C -2.00336 1.50355 1.46915 1.052
H -1.87290 2.37648 3.39353 0.618
C -1.21342 0.68011 0.48887 0.626
O -1.13864 1.35423 -0.77128 -0.467
H -0.67610 0.78259 -1.39791 0.170
C 0.09562 0.51275 1.16007 -0.481
H -1.66495 -0.31186 0.34815 0.477
C 1.31929 0.22337 1.37359 -0.502
Cl 2.83442 0.61027 3.89607 -0.263
P 1.44937 3.34802 2.33194 0.857
P -0.11650 -0.80497 4.20545 0.822
C 2.79972 3.96552 3.37486 -1.328
H 3.62028 3.25673 3.35307 0.391
H 2.44816 4.03913 4.39883 0.362
H 3.13011 4.94030 3.02233 0.468
C 2.12101 3.33962 0.63430 -1.318
H 1.34602 3.03952 -0.06593 0.293
H 2.93777 2.62508 0.57925 0.375
H 2.49328 4.32423 0.36133 0.502
C 0.21471 4.69027 2.32711 -1.223
H -0.22140 4.76401 3.31914 0.359
H -0.56833 4.45675 1.61074 0.138
H 0.67106 5.64130 2.06294 0.526
C 0.45947 -0.90391 5.92365 -1.270
H 0.02169 -0.09462 6.49822 0.365
H 1.53765 -0.78581 5.93456 0.367
H 0.17868 -1.86191 6.35570 0.465
C -1.92223 -1.05980 4.31272 -1.233
H -2.35021 -1.09304 3.31407 0.244
H -2.35911 -0.22099 4.84835 0.337
H -2.16321 -1.98142 4.83757 0.512
C 0.53389 -2.31228 3.41015 -1.200
H 1.61682 -2.23294 3.37378 0.364
H 0.15421 -2.39553 2.39537 0.236
H 0.25464 -3.20066 3.97167 0.498
P -3.61506 2.07515 1.04358 1.483
C -4.44892 2.75065 2.49655 -1.336
C -4.62068 0.72405 0.38067 -1.399
H -3.90518 3.61006 2.87708 0.434
H -4.51015 1.99680 3.27564 0.431
H -5.45215 3.06689 2.22239 0.439
H -4.14625 0.32594 -0.51189 0.414
H -5.61070 1.08733 0.11735 0.473
H -4.71543 -0.06577 1.12038 0.431
C -3.58537 3.37239 -0.22030 -1.352
H -3.04212 4.23237 0.16150 0.441
H -4.59600 3.67418 -0.48524 0.477
H -3.07082 2.99411 -1.09777 0.396
H 2.26662 -0.19374 1.09279 0.577
O -0.81771 2.97613 6.41537 -0.469
N -0.82380 2.55341 5.30040 0.181
O 0.25493 1.98508 4.80710 -0.334
```


Record 2
Here is the molecule C4H9N in a non-equilibrium geometry from the OMol25 dataset. Energies are from ωB97M-V/def2-TZVPD.

Output
E_tot	-212.52277	Eh
E_LUMO	1.2	eV
highest occupied orbital energy	-8.911	eV
SMILES	C1CCNC1
ΔE to the lowest compared entry with this formula, charge and spin	74.56	kJ/mol

Geometry as XYZ:
```
14
Properties=species:S:1:pos:R:3:mulliken_charge:R:1
N -1.31014 0.33331 -0.50416 -0.503
C -0.86782 -1.01359 -0.02192 -0.585
C 0.52034 -0.82692 0.63156 -0.470
C 1.15806 0.48043 0.17080 -0.524
C -0.00782 1.09571 -0.67321 -0.638
H -1.83313 0.91297 0.22929 0.278
H -1.57900 -1.44331 0.61716 0.384
H -0.83269 -1.76381 -0.89617 0.221
H 0.37645 -0.79811 1.73790 0.207
H 1.01513 -1.74600 0.48941 0.382
H 1.36693 1.15957 1.03376 0.228
H 1.95938 0.48457 -0.45630 0.337
H -0.18872 2.12626 -0.58572 0.448
H 0.22303 0.99891 -1.77239 0.236
```


Record 3
Here is the molecule CH3BrFOP in a non-equilibrium geometry from the OMol25 dataset. Energies are from ωB97M-V/def2-TZVPD.

Output
E_tot	-3130.39643	Eh
E_LUMO	-1.0	eV
highest occupied orbital energy	-9.825	eV
SMILES	COP(F)Br
ΔE to the lowest compared entry with this formula, charge and spin	192.78	kJ/mol

Geometry as XYZ:
```
8
Properties=species:S:1:pos:R:3:mulliken_charge:R:1
C -0.36962 0.04267 -0.08168 -0.584
O -1.10476 -1.15883 -0.34210 -0.112
F -3.03054 -2.70524 -0.42460 -0.242
P -2.40977 -1.46937 0.49754 0.518
Br -3.75814 0.85217 -0.00170 -0.399
H -1.00111 0.96485 -0.25038 0.295
H 0.66819 -0.06852 -0.71054 0.215
H 0.07160 0.08110 0.92607 0.309
```


Record 4
Here is a 10-piece molecular cluster, H22NO9 overall in a non-equilibrium geometry from the OMol25 dataset. Energies are from ωB97M-V/def2-TZVPD.

Output
total charge	+1
E_tot	-744.79671	Eh
E_LUMO	-3.4	eV
highest occupied orbital energy	-12.527	eV
ΔE to the lowest compared entry with this formula, charge and spin	417.83	kJ/mol

Geometry as XYZ:
```
32
Properties=species:S:1:pos:R:3:mulliken_charge:R:1
N 0.02756 -0.16503 0.24516 -0.228
H -0.49444 0.23597 1.02816 0.306
H 0.96056 -0.19303 0.39516 0.292
H -0.08844 0.55297 -0.56684 0.189
H -0.50944 -1.04603 0.22816 0.310
O 1.38956 2.69997 -0.83984 -0.628
H 2.03756 2.00197 -0.96584 0.289
H 1.58056 2.66897 0.09016 0.367
O -0.04844 -0.44703 -2.91384 -0.714
H 0.31456 -0.67103 -3.77384 0.293
H -1.06144 -0.82203 -2.79384 0.368
O 1.85856 2.09997 1.66016 -0.610
H 2.38356 2.81897 1.83516 0.272
H 2.05056 1.44797 2.32616 0.284
O 0.37256 -2.05703 2.42016 -0.513
H 0.09856 -2.77203 2.99616 0.278
H 1.17756 -1.96803 2.82916 0.267
O -1.54044 -2.91103 -1.96584 -0.625
H -2.27544 -2.64503 -1.44284 0.307
H -0.69344 -3.33203 -1.79084 0.326
O -1.57644 2.78697 0.57316 -0.600
H -1.40644 3.49797 1.23016 0.309
H -2.58744 2.63797 0.45116 0.316
O -0.28344 2.18797 -3.00984 -0.677
H -0.09844 1.20497 -2.88684 0.371
H 0.22556 2.59797 -2.28284 0.427
O 0.94356 -2.92503 -0.74084 -0.656
H 0.94756 -3.93703 -0.84284 0.341
H 1.58556 -2.70503 -1.41284 0.329
O -2.01844 -0.43503 3.04316 -0.631
H -1.50544 -0.90603 3.70616 0.319
H -1.76644 0.49697 3.17216 0.322
```